DFT (ωB97M-V/def2-TZVPD) results for a cluster of 8 separate species, C55H121F2N7O7S2 in total at a distorted geometry.

Values from the calculation:
Maximum force: 8.706 eV/A
HOMO-LUMO gap: 4.6 eV
Energy relative to the best compared isomer or geometry (same formula, charge and spin): 533.2 kJ/mol
Charge: +4
Molecular weight: 1094.74 g mol⁻¹
Spin multiplicity: 1
HOMO: -12.23 eV
Total energy: -4072.7890 hartree

Each line ends with the Mulliken charge.
Geometry (Å):
N (-29.0094, 18.6776, 0.8546)  -0.21
S (-27.5894, 19.2786, 0.6946)  1.11
O (-26.4490, 18.4489, 0.4277)  -0.75
O (-27.2488, 20.6033, 1.3303)  -0.30
F (-27.7860, 19.7360, -0.7932)  -0.27
S (-29.1476, 18.7663, 2.5128)  1.10
O (-30.0597, 19.7245, 3.1121)  -0.36
O (-27.9866, 18.4930, 3.3108)  -1.20
F (-29.9245, 17.3819, 2.7190)  -0.37
C (-24.4247, 17.1806, 4.3348)  -0.87
C (-23.1878, 16.6371, 3.5956)  0.38
C (-22.0049, 16.6429, 4.6104)  -1.47
N (-20.6284, 16.5746, 3.9290)  0.36
C (-20.5853, 15.6509, 2.6641)  -0.99
C (-19.2537, 15.5111, 2.0486)  -0.71
C (-18.1431, 15.1168, 3.1089)  -0.64
C (-18.1459, 15.9488, 4.3858)  -0.79
C (-19.6140, 15.9686, 4.9504)  -0.61
C (-20.3962, 17.9945, 3.3358)  -1.69
H (-25.2358, 17.3642, 3.6300)  -0.45
H (-24.3594, 18.1864, 4.7498)  0.33
H (-24.6573, 16.4422, 5.1020)  0.81
H (-23.0197, 17.4705, 2.9135)  -0.01
H (-23.3606, 15.7162, 3.0387)  0.49
H (-22.1258, 15.7289, 5.1918)  0.46
H (-21.9994, 17.4847, 5.3028)  0.26
H (-20.9182, 14.6446, 2.9183)  0.60
H (-21.4999, 15.8435, 2.1034)  0.65
H (-19.3970, 14.6736, 1.3659)  0.41
H (-18.9790, 16.2807, 1.3274)  0.32
H (-18.0763, 14.0726, 3.4143)  0.33
H (-17.2134, 15.4382, 2.6393)  0.32
H (-17.5131, 15.5691, 5.1880)  0.49
H (-17.6352, 16.9117, 4.3704)  0.39
H (-20.0083, 14.9524, 4.9512)  0.44
H (-19.5773, 16.4831, 5.9106)  0.44
H (-20.6344, 18.6113, 4.2023)  0.53
H (-21.0913, 18.1920, 2.5197)  0.46
H (-19.3475, 18.1095, 3.0617)  0.72
C (-25.8475, 19.5392, 9.7670)  -1.26
C (-26.9130, 20.3894, 9.0475)  -0.77
C (-26.4171, 20.9465, 7.7021)  -0.33
N (-27.0035, 20.1874, 6.4996)  0.32
C (-26.2540, 20.6239, 5.1662)  0.33
C (-26.6626, 22.1276, 4.9254)  -1.57
C (-28.0842, 22.2387, 4.5191)  0.40
C (-29.0022, 21.6717, 5.6564)  -1.10
C (-28.5477, 20.3538, 6.2635)  0.15
C (-26.6728, 18.6961, 6.6622)  -0.92
H (-25.3774, 18.7826, 9.1388)  0.24
H (-26.2513, 19.1158, 10.6866)  0.41
H (-25.0834, 20.2273, 10.1288)  0.36
H (-27.1616, 21.2974, 9.5968)  0.58
H (-27.8570, 19.8446, 9.0630)  0.28
H (-25.3424, 20.9563, 7.5201)  0.53
H (-26.9060, 21.9119, 7.5709)  0.39
H (-25.1883, 20.4384, 5.3000)  0.44
H (-26.5392, 19.9240, 4.3808)  -0.52
H (-26.6322, 22.8203, 5.7664)  0.50
H (-25.9307, 22.5021, 4.2096)  0.51
H (-28.3304, 23.1854, 4.0383)  0.88
H (-28.1336, 21.5265, 3.6954)  -0.52
H (-29.0993, 22.4947, 6.3645)  0.60
H (-30.0206, 21.4934, 5.3111)  -0.03
H (-29.1272, 19.9877, 7.1110)  0.63
H (-28.6679, 19.6246, 5.4622)  -0.28
H (-26.9610, 18.1341, 5.7738)  -0.10
H (-27.2363, 18.3230, 7.5174)  0.57
H (-25.5872, 18.6751, 6.7584)  0.44
C (-19.6170, 22.8629, 5.9696)  -1.46
C (-20.6839, 22.1297, 5.2077)  0.08
C (-21.0229, 22.8900, 3.8708)  -0.87
N (-21.8228, 22.0588, 2.7910)  0.22
C (-22.9414, 21.0705, 3.3872)  -0.82
C (-23.8440, 20.4066, 2.2384)  1.09
C (-24.3887, 21.5113, 1.3667)  0.41
C (-23.3061, 22.3699, 0.8038)  -1.31
C (-22.4246, 23.1031, 1.7945)  -0.70
C (-20.7808, 21.1754, 2.0149)  -1.06
H (-18.6547, 22.7697, 5.4663)  0.39
H (-19.3847, 22.2726, 6.8560)  0.43
H (-20.0757, 23.7622, 6.3806)  0.37
H (-21.6529, 22.1671, 5.7055)  0.20
H (-20.4285, 21.0856, 5.0272)  0.03
H (-20.1788, 23.3353, 3.3441)  0.57
H (-21.5888, 23.7994, 4.0726)  0.48
H (-23.5622, 21.6755, 4.0481)  0.68
H (-22.3646, 20.2956, 3.8920)  0.13
H (-24.6678, 19.7921, 2.6018)  -0.91
H (-23.3568, 19.6779, 1.5905)  0.48
H (-25.1390, 22.1490, 1.8341)  -0.43
H (-24.7970, 20.9768, 0.5090)  0.24
H (-23.9490, 23.0408, 0.2339)  0.51
H (-22.6812, 21.8338, 0.0895)  0.29
H (-22.9101, 23.7875, 2.4902)  0.37
H (-21.7300, 23.7386, 1.2451)  0.47
H (-19.9863, 21.7815, 1.5795)  0.39
H (-21.3013, 20.6495, 1.2145)  0.52
H (-20.3105, 20.4862, 2.7163)  0.36
C (-30.1286, 12.3961, -1.9363)  -1.36
C (-29.4874, 12.5376, -0.5318)  -0.40
C (-28.5985, 13.7467, -0.4834)  -0.79
N (-27.9485, 14.0106, 0.9564)  0.30
C (-27.4078, 12.6374, 1.5566)  -0.69
C (-26.6975, 12.9736, 2.9069)  -1.20
C (-25.6819, 14.1866, 2.7928)  -0.92
C (-26.1601, 15.4099, 2.1223)  1.73
C (-26.7862, 15.0120, 0.7106)  -1.50
C (-29.0928, 14.6828, 1.7736)  -0.99
H (-29.3547, 12.3640, -2.7033)  0.37
H (-30.7136, 13.2936, -2.1372)  0.34
H (-30.8641, 11.6049, -1.7910)  0.39
H (-29.0181, 11.5781, -0.3147)  0.39
H (-30.3381, 12.5847, 0.1480)  0.37
H (-28.9330, 14.7242, -0.8308)  0.48
H (-27.7318, 13.4129, -1.0539)  0.43
H (-26.7474, 12.2664, 0.7729)  0.48
H (-28.1630, 11.8559, 1.6403)  0.52
H (-26.1833, 12.0845, 3.2718)  0.52
H (-27.4070, 13.2467, 3.6880)  0.36
H (-24.7873, 13.7391, 2.3597)  0.46
H (-25.3966, 14.4481, 3.8118)  0.22
H (-25.2584, 15.9416, 1.8184)  0.22
H (-26.7067, 16.1015, 2.7634)  -0.69
H (-26.0043, 14.5431, 0.1133)  0.45
H (-27.1135, 15.9368, 0.2354)  0.56
H (-29.9770, 14.0504, 1.8532)  0.39
H (-29.3040, 15.5993, 1.2227)  0.34
H (-28.6263, 14.9823, 2.7121)  0.32
C (-36.0931, 23.0174, 6.4401)  -1.32
C (-35.2542, 21.7993, 6.9691)  -0.32
C (-34.3400, 21.1674, 5.9329)  -0.62
N (-33.7878, 19.7646, 6.3158)  0.22
C (-32.6811, 19.4519, 5.2778)  -0.26
C (-32.0955, 18.0492, 5.3214)  0.16
C (-33.0964, 16.8791, 5.3774)  -1.03
C (-34.3428, 17.2250, 6.2227)  -0.70
C (-34.8925, 18.5879, 6.1175)  -0.65
C (-33.1646, 19.6383, 7.7281)  -1.00
H (-35.4023, 23.6880, 5.9290)  0.33
H (-36.6042, 23.6038, 7.2037)  0.38
H (-36.7902, 22.6111, 5.7072)  0.36
H (-35.8285, 21.0341, 7.4913)  0.29
H (-34.6103, 22.2737, 7.7096)  0.34
H (-33.5588, 21.8197, 5.5424)  0.50
H (-35.0258, 20.9692, 5.1093)  0.30
H (-33.1404, 19.7947, 4.3506)  0.55
H (-31.8726, 20.1665, 5.4319)  -0.02
H (-31.5738, 17.7754, 4.4044)  -0.40
H (-31.3480, 17.8384, 6.0862)  0.29
H (-33.3378, 16.5080, 4.3814)  0.41
H (-32.5779, 16.0417, 5.8444)  0.37
H (-35.1153, 16.4892, 5.9987)  0.45
H (-34.0138, 17.0657, 7.2496)  0.32
H (-35.2552, 18.8691, 5.1288)  0.42
H (-35.6848, 18.8000, 6.8354)  0.46
H (-32.6001, 18.7092, 7.8073)  0.50
H (-33.9951, 19.5209, 8.4242)  0.33
H (-32.5428, 20.5211, 7.8769)  0.34
C (-29.2427, 18.9648, -3.5448)  -1.62
C (-30.3800, 19.5950, -2.7548)  0.09
C (-30.3146, 21.1566, -2.9339)  -1.01
N (-31.0294, 21.9195, -1.7385)  0.29
C (-31.1509, 23.4155, -2.1360)  -0.63
C (-31.6720, 24.3472, -1.0144)  -0.84
C (-30.8543, 24.1951, 0.2701)  -0.63
C (-30.5290, 22.7374, 0.6542)  -0.29
C (-30.0610, 21.8273, -0.4881)  0.16
C (-32.4011, 21.3659, -1.3866)  -1.06
H (-28.2542, 19.4103, -3.4328)  0.38
H (-29.5662, 18.8094, -4.5740)  0.44
H (-28.9771, 17.9435, -3.2721)  0.31
H (-30.3904, 19.2706, -1.7142)  0.01
H (-31.3681, 19.3223, -3.1256)  0.53
H (-30.9076, 21.3284, -3.8322)  0.55
H (-29.4242, 21.7518, -3.1365)  0.54
H (-30.1509, 23.7151, -2.4496)  0.39
H (-31.6939, 23.5493, -3.0716)  0.51
H (-31.4596, 25.3580, -1.3627)  0.48
H (-32.7446, 24.1974, -0.8919)  0.32
H (-29.8981, 24.6689, 0.0479)  0.23
H (-31.3679, 24.7182, 1.0767)  0.41
H (-29.8599, 22.5554, 1.4952)  -0.13
H (-31.3028, 22.2521, 1.2490)  0.52
H (-29.0796, 22.2184, -0.7564)  -0.01
H (-29.9031, 20.7916, -0.1871)  -0.14
H (-32.8562, 21.9798, -0.6094)  0.49
H (-32.3810, 20.3725, -0.9383)  0.30
H (-32.9542, 21.3290, -2.3251)  0.35
O (-27.2542, 23.7097, 0.1872)  -0.54
C (-26.9980, 23.8163, -1.1448)  0.70
O (-27.4737, 24.7192, -1.8252)  -0.74
O (-26.2025, 23.0533, -1.7039)  -0.68
H (-26.6842, 22.9916, 0.4718)  0.21


DFT (ωB97M-V/def2-TZVPD) results for a cluster of 4 separate species, C3H13NO3 in total at a distorted geometry.

Values from the calculation:
Maximum force: 4.415 eV/A
HOMO-LUMO gap (alpha / beta): 2.5 / 7.3 eV
Energy relative to the best compared isomer or geometry (same formula, charge and spin): 194.9 kJ/mol
Charge: -1
Molecular weight: 111.14 g mol⁻¹
Spin multiplicity: 2
HOMO (alpha / beta): 1.01 / -3.90 eV
Total energy: -402.4482 hartree

Each line ends with the natural charge from an NBO analysis.
Geometry (Å):
C (0.1290, -0.2390, 3.0241)  -0.62
C (-0.0655, -0.6100, 1.5470)  -0.23
C (-1.6354, -2.1885, 1.2010)  -0.36
N (-1.3395, -0.9777, 1.0026)  -0.61
H (-0.1166, -1.0354, 3.6442)  0.18
H (-0.5628, 0.6038, 3.3606)  0.18
H (1.1956, 0.0458, 2.9885)  0.20
H (0.1385, 0.3690, 1.0812)  0.16
H (0.6929, -1.2909, 1.2502)  0.14
H (-1.0405, -3.0060, 1.4164)  0.10
H (-2.6729, -2.3981, 1.2762)  0.11
H (2.2382, 2.1508, -1.5297)  0.49
H (3.3344, 2.6615, -0.8668)  0.44
O (2.7753, 1.8421, -0.7267)  -0.95
H (-2.1425, 0.3397, -2.4577)  0.39
H (-1.5070, 0.1666, -1.0762)  0.48
O (-1.4681, -0.2060, -1.9207)  -1.03
H (1.3992, 0.5054, -3.0614)  0.46
H (0.0342, 1.1372, -2.8037)  0.49
O (0.9200, 1.4663, -2.9617)  -1.03